Model i:
Molecular formula: C7H8
Method: DFT, the ωB97M-V functional and the def2-TZVPD basis

Geometry as ORCA input:
```
! RIJCOSX wB97M-V def2-TZVPD def2/J DEFGRID3
* xyz 0 1
C 1.95 -1.70 -0.19
C 1.31 -0.75 0.15
C 0.53 0.41 0.55
C 0.99 1.67 -0.18
C -0.81 -0.02 0.13
C -1.56 -0.37 -0.87
C -2.06 -0.76 0.50
H 2.47 -2.57 -0.49
H 0.59 0.55 1.64
H 0.90 1.52 -1.26
H 2.02 1.90 0.06
H 0.37 2.52 0.10
H -1.80 -0.40 -1.90
H -2.89 -0.22 0.95
H -2.01 -1.80 0.80
*
```

The calculation puts the LUMO energy at 1.065 eV. As for the structure (SMILES): C#C[C@@H](C)C1=CC1. As for the frontier orbital gap: 0.3691 hartree.

Charges computed using Mulliken, reported in e:
1. C 0.220
2. C -1.007
3. C 0.802
4. C -1.381
5. C -0.290
6. C -0.356
7. C -0.646
8. H 0.465
9. H 0.356
10. H 0.310
11. H 0.370
12. H 0.345
13. H 0.393
14. H 0.201
15. H 0.218



Model ii:
Molecular formula: C7H8
Method: DFT, the ωB97M-V functional and the def2-TZVPD basis

Geometry as ORCA input:
```
! RIJCOSX wB97M-V def2-TZVPD def2/J DEFGRID3
* xyz 0 1
C 2.03 0.06 0.04
C 0.54 -0.13 -0.02
C -0.60 -1.21 -0.24
C -1.49 -0.12 -0.81
C -1.51 -0.41 0.67
C -0.40 0.63 0.89
C -0.38 0.92 -0.60
H 2.20 1.14 0.22
H 2.52 -0.47 0.86
H 2.55 -0.18 -0.90
H -0.68 -2.27 -0.46
H -2.26 -0.20 -1.56
H -2.30 -0.76 1.32
H -0.13 1.23 1.76
H -0.09 1.79 -1.17
*
```

The calculation puts the LUMO energy at 1.248 eV. As for the structure (SMILES): C[C@@]12[C@@H]3[C@H]4[C@@H]3[C@@H]1[C@H]42. As for the frontier orbital gap: 0.3626 hartree.

Charges computed using Mulliken, reported in e:
1. C -1.238
2. C 0.382
3. C -0.483
4. C -0.440
5. C -0.436
6. C -0.454
7. C -0.471
8. H 0.307
9. H 0.295
10. H 0.303
11. H 0.419
12. H 0.432
13. H 0.431
14. H 0.478
15. H 0.476



Which of them is the least stable? Correct choice: model ii.



Model i:
Molecular formula: C2H5N5
Method: DFT, the ωB97M-V functional and the def2-TZVPD basis

Geometry as ORCA input:
```
! RIJCOSX wB97M-V def2-TZVPD def2/J DEFGRID3
* xyz 2 1
N 0.14 -1.20 2.99
C 0.13 -0.60 1.89
N 0.03 0.00 0.87
N 0.31 0.61 -0.25
N -0.33 1.79 -1.06
C -0.08 0.59 -1.55
N -0.18 -0.13 -2.59
H -0.68 -1.67 3.38
H 0.99 -1.25 3.56
H 0.10 2.71 -1.14
H 0.04 -1.13 -2.60
H -0.47 0.27 -3.49
*
```

The calculation puts the LUMO energy at -9.159 eV. As for the structure (SMILES): [NH2+]=C=NN1NC1=[NH2+]. As for the frontier orbital gap: 0.3960 hartree.

Charges computed using Mulliken, reported in e:
1. N -0.287
2. C 0.364
3. N 0.413
4. N -0.225
5. N -0.238
6. C 0.589
7. N -0.211
8. H 0.319
9. H 0.319
10. H 0.341
11. H 0.305
12. H 0.312



Model ii:
Molecular formula: C2H5N5
Method: DFT, the ωB97M-V functional and the def2-TZVPD basis

Geometry as ORCA input:
```
! RIJCOSX wB97M-V def2-TZVPD def2/J DEFGRID3
* xyz 2 1
C -1.66 -1.36 0.04
N -0.37 -1.02 0.29
N 0.73 -1.34 0.37
N 1.84 -1.06 0.53
N 2.05 0.28 0.28
C 1.28 1.10 0.00
N 0.82 2.24 -0.35
H -1.73 -1.27 -1.11
H -2.23 -0.55 0.58
H -2.00 -2.36 0.30
H 1.11 2.57 -1.21
H 0.17 2.78 0.28
*
```

The calculation puts the LUMO energy at -13.058 eV. As for the structure (SMILES): C/N=N/N=[N+]=C=[NH2+]. As for the frontier orbital gap: 0.2915 hartree.

Charges computed using Mulliken, reported in e:
1. C -0.489
2. N -0.068
3. N 0.918
4. N -0.527
5. N 0.268
6. C 0.468
7. N -0.213
8. H 0.332
9. H 0.298
10. H 0.364
11. H 0.306
12. H 0.342



Which of them is the least stable? Correct choice: model ii.



Model i:
Molecular formula: C6H9ClO
Method: DFT, the ωB97M-V functional and the def2-TZVPD basis

Geometry as ORCA input:
```
! RIJCOSX wB97M-V def2-TZVPD def2/J DEFGRID3
* xyz 0 1
C 0.33 -0.57 0.12
C -0.93 -0.84 0.28
C 1.05 1.67 -1.36
C 1.56 -1.11 0.73
C -1.55 -1.83 1.19
C -0.07 2.62 -1.45
O 2.23 1.60 -1.46
Cl -2.09 0.07 -0.70
H 1.74 -0.61 1.62
H 1.28 -2.15 0.89
H 2.49 -0.84 -0.02
H -1.26 -1.86 2.28
H -2.63 -1.89 1.12
H -1.20 -2.81 0.89
H 0.30 3.61 -1.01
H -0.74 2.27 -0.72
H -0.52 2.65 -2.40
*
```

The calculation puts the LUMO energy (spin up / spin down) at 0.126 / 0.470 eV. As for the frontier orbital gap (spin up / spin down): 0.2750 / 0.3188 hartree.

Charges computed using Mulliken, reported in e:
1. C -0.227
2. C 0.824
3. C 0.494
4. C -0.995
5. C -1.285
6. C -0.813
7. O -0.366
8. Cl -0.257
9. H 0.281
10. H 0.348
11. H 0.209
12. H 0.281
13. H 0.348
14. H 0.348
15. H 0.282
16. H 0.226
17. H 0.303



Model ii:
Molecular formula: C6H9ClO
Method: DFT, the ωB97M-V functional and the def2-TZVPD basis

Geometry as ORCA input:
```
! RIJCOSX wB97M-V def2-TZVPD def2/J DEFGRID3
* xyz 0 1
O 1.78 -0.23 -0.49
C 0.53 -0.21 0.33
C 0.76 -0.62 1.81
Cl -0.63 -0.19 2.73
C 0.05 1.21 -0.06
C -0.82 1.15 -1.29
C -1.10 -0.18 -1.44
C -0.55 -1.08 -0.46
H 1.29 0.24 -1.29
H 0.79 -1.72 1.84
H 1.75 -0.16 2.35
H 0.90 1.90 -0.07
H -0.29 1.63 0.73
H -1.09 1.94 -1.98
H -1.94 -0.49 -2.19
H -0.03 -1.96 -0.72
H -1.40 -1.26 0.20
*
```

The calculation puts the LUMO energy at 0.895 eV. As for the structure (SMILES): OC1(CCl)CC=CC1. As for the frontier orbital gap: 0.3744 hartree.

Charges computed using Mulliken, reported in e:
1. O -0.608
2. C 0.636
3. C -0.637
4. Cl -0.180
5. C -1.559
6. C -0.430
7. C -0.342
8. C -0.479
9. H 0.434
10. H 0.319
11. H 0.328
12. H 0.492
13. H 0.665
14. H 0.413
15. H 0.271
16. H 0.394
17. H 0.285



Which of them is the least stable? Correct choice: model i.



Model i:
Molecular formula: C6H6N
Method: DFT, the ωB97M-V functional and the def2-TZVPD basis

Geometry as ORCA input:
```
! RIJCOSX wB97M-V def2-TZVPD def2/J DEFGRID3
* xyz 1 1
C -2.25 1.24 1.02
C -1.11 0.97 0.49
C -0.10 0.26 -0.05
C 0.99 0.96 -0.59
N 2.08 1.23 -0.84
C -0.02 -1.19 0.07
C 0.99 -1.84 -0.52
H -2.36 1.63 1.94
H -3.24 1.13 0.60
H 3.08 1.63 -0.86
H -0.59 -1.87 0.67
H 1.53 -1.29 -1.28
H 1.00 -2.88 -0.64
*
```

The calculation puts the LUMO energy at -5.001 eV. As for the structure (SMILES): C=C=C(C#[NH+])C=C. As for the frontier orbital gap: 0.3198 hartree.

Charges computed using Mulliken, reported in e:
1. C -0.781
2. C 0.098
3. C 0.567
4. C 0.222
5. N -0.045
6. C -0.088
7. C -0.891
8. H 0.309
9. H 0.283
10. H 0.397
11. H 0.378
12. H 0.215
13. H 0.336



Model ii:
Molecular formula: C6H6N
Method: DFT, the ωB97M-V functional and the def2-TZVPD basis

Geometry as ORCA input:
```
! RIJCOSX wB97M-V def2-TZVPD def2/J DEFGRID3
* xyz 1 1
C -2.92 -0.03 0.13
C -0.79 0.85 -0.86
C -0.11 0.98 0.38
C 0.79 -0.33 0.49
C -1.90 -0.69 0.04
C -0.56 -0.42 -0.15
N 1.99 -0.34 -0.43
H -4.03 0.12 -0.07
H -0.47 1.50 1.16
H 0.95 -0.75 1.51
H 2.81 0.29 -0.17
H 1.81 0.00 -1.38
H 2.44 -1.18 -0.64
*
```

The calculation puts the LUMO energy at -4.146 eV. As for the frontier orbital gap: 0.3290 hartree.

Charges computed using Mulliken, reported in e:
1. C -0.259
2. C -0.635
3. C -0.127
4. C -0.128
5. C -0.453
6. C 0.764
7. N -0.310
8. H 0.323
9. H 0.294
10. H 0.389
11. H 0.395
12. H 0.405
13. H 0.341



Model iii:
Molecular formula: C6H6N
Method: DFT, the ωB97M-V functional and the def2-TZVPD basis

Geometry as ORCA input:
```
! RIJCOSX wB97M-V def2-TZVPD def2/J DEFGRID3
* xyz 1 1
C 1.17 1.18 -0.97
C 1.05 0.25 -0.05
C 1.31 -0.73 0.91
C 0.21 -1.59 1.27
N -0.95 -1.17 0.90
C -1.43 -0.27 0.13
C -1.91 0.65 -0.59
H 1.22 0.77 -1.90
H 1.31 2.24 -0.99
H 2.26 -0.88 1.34
H 0.16 -2.39 1.91
H -1.34 1.20 -1.27
H -3.05 0.75 -0.68
*
```

The calculation puts the LUMO energy at -5.908 eV. As for the structure (SMILES): C=C=CC=[N+]=C=C. As for the frontier orbital gap: 0.3072 hartree.

Charges computed using Mulliken, reported in e:
1. C -0.872
2. C 0.340
3. C -0.556
4. C 0.023
5. N -0.284
6. C 0.848
7. C -0.802
8. H 0.397
9. H 0.331
10. H 0.434
11. H 0.510
12. H 0.357
13. H 0.275



Which of them is the least stable? Correct choice: model ii.



Model i:
Molecular formula: C4H8NO2
Method: DFT, the ωB97M-V functional and the def2-TZVPD basis

Geometry as ORCA input:
```
! RIJCOSX wB97M-V def2-TZVPD def2/J DEFGRID3
* xyz -1 1
C 0.32 -0.64 -1.48
C 0.25 -1.58 -0.30
O 0.59 -2.80 -0.32
N -0.32 -0.94 0.79
C -0.89 0.46 0.74
C 0.20 1.62 0.75
O 0.28 2.25 -0.50
H -0.21 -1.22 -2.24
H 1.40 -0.63 -1.81
H 0.22 0.35 -1.26
H -0.25 -1.37 1.67
H -1.33 0.62 -0.27
H -1.67 0.52 1.54
H 0.07 2.08 1.68
H 1.32 1.27 1.00
*
```

The calculation puts the LUMO energy at 4.054 eV. As for the structure (SMILES): CC(=O)NCC[O-]. As for the frontier orbital gap: 0.2490 hartree.

Charges computed using Mulliken, reported in e:
1. C -0.857
2. C 0.463
3. O -0.729
4. N -0.088
5. C -0.734
6. C -0.349
7. O -0.900
8. H 0.137
9. H 0.224
10. H 0.532
11. H 0.198
12. H 0.337
13. H 0.357
14. H 0.296
15. H 0.111



Model ii:
Molecular formula: C4H8NO2
Method: DFT, the ωB97M-V functional and the def2-TZVPD basis

Geometry as ORCA input:
```
! RIJCOSX wB97M-V def2-TZVPD def2/J DEFGRID3
* xyz -1 1
H 0.10 -2.61 0.60
N 0.51 -2.41 -0.31
C -0.36 -1.50 -0.80
O -1.61 -1.46 -0.55
C 0.24 -0.14 -1.10
C 0.86 0.53 0.11
C -0.09 1.12 1.18
O -1.27 1.67 0.51
H -0.53 0.48 -1.54
H 1.03 -0.34 -1.83
H 1.14 1.51 -0.33
H 1.60 -0.09 0.58
H 0.38 2.00 1.60
H -0.42 0.34 1.90
H -1.59 0.91 -0.02
*
```

The calculation puts the LUMO energy at 4.030 eV. As for the structure (SMILES): [H]/N=C(\[O-])CCCO. As for the frontier orbital gap: 0.2625 hartree.

Charges computed using Mulliken, reported in e:
1. H 0.204
2. N -0.897
3. C 0.424
4. O -0.706
5. C -0.957
6. C -0.558
7. C -0.466
8. O -0.580
9. H 0.456
10. H 0.364
11. H 0.243
12. H 0.548
13. H 0.328
14. H 0.251
15. H 0.344



Which of them is the least stable? Correct choice: model i.



Model i:
Molecular formula: C2H4NO3
Method: DFT, the ωB97M-V functional and the def2-TZVPD basis

Geometry as ORCA input:
```
! RIJCOSX wB97M-V def2-TZVPD def2/J DEFGRID3
* xyz -1 1
C 1.23 -1.03 -2.23
C -0.51 0.23 0.24
N 1.00 0.46 0.14
O 1.69 -0.21 1.02
O 1.96 -1.22 -3.11
O 1.32 0.54 -1.11
H 0.73 -1.79 -1.50
H -0.67 -0.72 -0.35
H -0.70 0.01 1.39
H -1.13 1.00 -0.23
*
```

The calculation puts the LUMO energy (spin up / spin down) at 4.332 / 4.285 eV. As for the frontier orbital gap (spin up / spin down): 0.2097 / 0.2363 hartree.

Charges computed using Mulliken, reported in e:
1. C 0.080
2. C -0.557
3. N 0.373
4. O -0.695
5. O -0.408
6. O -0.449
7. H 0.051
8. H 0.130
9. H 0.267
10. H 0.207



Model ii:
Molecular formula: C2H4NO3
Method: DFT, the ωB97M-V functional and the def2-TZVPD basis

Geometry as ORCA input:
```
! RIJCOSX wB97M-V def2-TZVPD def2/J DEFGRID3
* xyz -1 1
C -2.14 0.23 -0.14
C 1.33 0.30 0.43
N 0.89 -0.78 -0.53
O 1.29 -1.94 -0.21
O -2.33 1.23 0.54
O -0.01 -0.46 -1.30
H -3.03 -0.29 -0.64
H 0.66 1.23 0.11
H 0.90 -0.03 1.44
H 2.45 0.51 0.31
*
```

The calculation puts the LUMO energy (spin up / spin down) at 4.256 / 4.275 eV. As for the frontier orbital gap (spin up / spin down): 0.2460 / 0.1896 hartree.

Charges computed using Mulliken, reported in e:
1. C -0.099
2. C -0.738
3. N 0.673
4. O -0.709
5. O -0.462
6. O -0.543
7. H 0.124
8. H 0.242
9. H 0.254
10. H 0.259



Which of them is the least stable? Correct choice: model ii.